Computed, not measured: 2 unconnected molecules or ions with the total composition C2H4IPS, with ωB97M-V with the def2-TZVPD basis set.

Geometry as XYZ:
```
9
Properties=species:S:1:pos:R:3:forces:R:3
C 0.871 0.133 -0.646 -0.2 0.9 -1.3
C 1.002 -0.514 0.629 -0.2 -0.4 0.5
P -2.392 3.093 -2.444 0.2 0.4 0.3
S 0.084 1.063 -1.628 0.3 -0.5 0.4
I -1.982 3.293 -4.804 0.1 -0.1 -0.1
H 0.039 -0.760 1.086 0.0 0.0 0.1
H 1.543 0.162 1.297 0.0 0.0 0.0
H 1.601 -1.421 0.529 0.0 0.0 0.1
H -3.259 2.006 -2.579 -0.2 -0.4 -0.1
```
Forces are in eV/Å.

Results
E_LUMO (alpha / beta) = -1.24 / -0.10 eV
molecular weight = 218.00 g/mol
ΔE to the lowest compared entry with this formula, charge and spin = 267.7 kJ/mol
DFT total energy = -30360.40827 eV

***

Computed, not measured: 2 unconnected molecules or ions with the total composition HNO4S, with ωB97M-V with the def2-TZVPD basis set.

Geometry as XYZ:
```
7
Properties=species:S:1:pos:R:3:forces:R:3
N -1.322 -0.232 -0.148 -0.9 1.1 2.2
O 2.191 -0.160 -0.995 0.3 0.2 1.9
O 1.011 0.948 0.868 2.0 -1.1 -0.2
O -0.753 -1.296 0.110 -0.7 1.4 -1.0
O -2.476 -0.083 -0.586 2.6 -0.4 0.4
S 2.154 0.126 0.430 -2.2 1.0 -1.6
H -0.804 0.696 0.320 -1.1 -2.3 -1.8
```
Forces are in eV/Å.

Results
E_LUMO = -2.02 eV
molecular weight = 111.08 g/mol
ΔE to the lowest compared entry with this formula, charge and spin = 33.4 kJ/mol
DFT total energy = -20527.71839 eV

***

Computed, not measured: 12 unconnected molecules or ions with the total composition C4H31NO13, with ωB97M-V with the def2-TZVPD basis set.

Geometry as XYZ:
```
49
Properties=species:S:1:pos:R:3:forces:R:3
C -1.879 1.283 0.419 0.6 0.4 0.7
C -1.516 0.344 1.602 -0.1 0.5 -1.9
C -2.780 0.133 2.412 -0.6 0.3 -0.5
N -0.917 -0.867 1.018 0.3 0.3 0.8
C 0.439 -1.074 1.192 -2.3 -0.3 0.0
O 0.873 -2.145 0.480 0.5 0.3 0.1
O 1.080 -0.410 1.965 0.9 -0.2 -0.4
H -0.994 1.729 -0.043 0.0 -0.4 -0.3
H -2.423 2.150 0.794 -0.4 -0.2 -0.1
H -2.419 0.739 -0.351 -0.3 0.2 -0.1
H -0.660 0.773 2.100 -0.4 0.2 0.8
H -2.659 -0.560 3.230 -0.2 -0.3 0.1
H -3.589 -0.129 1.715 0.2 -0.9 0.1
H -3.250 1.057 2.762 0.9 0.2 0.4
H -1.441 -1.432 0.370 0.1 -0.1 0.0
H 0.569 -2.017 -0.434 0.2 -0.1 -0.1
H 1.551 4.186 -0.074 0.0 0.1 -1.4
H 1.967 3.562 1.032 0.7 -1.4 -0.1
O 2.163 3.450 0.077 -0.6 1.8 0.5
H 1.019 2.527 2.442 0.0 -0.7 -0.3
H 0.121 2.297 1.139 0.6 -0.2 0.4
O 0.391 2.914 1.825 -0.7 1.0 0.7
H 3.120 1.288 0.969 -0.2 -0.2 0.0
H 4.027 2.321 1.491 0.3 0.3 0.2
O 3.291 1.781 1.780 0.1 -0.4 0.1
H -0.601 -3.118 -3.505 -0.1 -0.2 0.2
H -1.880 -2.350 -2.946 0.0 -0.4 -0.1
O -1.019 -2.265 -3.378 0.1 0.7 0.0
H 1.456 0.258 -0.845 -0.3 -0.3 0.5
H 1.295 0.153 -2.264 -0.5 -0.4 -0.5
O 0.854 -0.178 -1.470 0.8 1.0 -0.1
H 3.134 -0.077 3.390 -0.3 0.2 -0.4
H 1.835 0.090 4.206 -0.4 0.1 -0.4
O 2.730 -0.223 4.244 0.8 -0.4 1.0
H -3.076 -1.125 -1.344 -0.1 -0.2 0.5
H -3.741 -2.564 -1.269 0.2 0.2 0.4
O -3.502 -1.826 -1.838 0.0 -0.1 -0.9
H -1.219 1.391 -3.192 0.3 0.1 0.3
H -2.128 0.198 -3.434 0.1 -0.1 -0.1
O -1.957 1.100 -3.722 -0.4 0.0 -0.1
H 2.645 -3.220 -3.104 0.0 0.0 0.0
H 1.620 -2.119 -3.386 -0.1 0.2 0.0
O 1.716 -2.994 -3.008 0.0 -0.3 0.1
H 4.110 2.651 -1.158 0.6 -0.3 0.1
H 2.854 2.104 -1.501 -0.2 -0.4 0.0
O 3.756 1.775 -1.376 -0.3 0.6 -0.2
H -1.490 -4.136 -0.364 -0.3 -0.2 -0.1
H -1.406 -3.563 0.993 -0.2 0.0 0.3
O -2.070 -3.864 0.359 0.6 0.2 -0.2
```
Forces are in eV/Å.

Results
SMILES string = CC(C)NC(=O)O.O.O.O.O.O.O.O.O.O.O.O
E_LUMO = -0.17 eV
molecular weight = 301.29 g/mol
ΔE to the lowest compared entry with this formula, charge and spin = 296.7 kJ/mol
DFT total energy = -32758.97369 eV

***

Computed, not measured: C15H16ClNO2S in the gas phase, with ωB97M-V with the def2-TZVPD basis set.

Geometry as XYZ:
```
36
Properties=species:S:1:pos:R:3:forces:R:3
C -2.831 -1.793 -1.782 0.1 0.3 0.1
H -3.911 -1.704 -1.855 -0.1 -0.1 0.0
H -2.411 -1.797 -2.785 0.0 0.0 -0.1
H -2.594 -2.740 -1.301 0.0 -0.2 0.0
C -2.256 -0.634 -0.979 -0.2 0.1 0.2
N -0.820 -0.751 -0.891 -0.1 -0.3 -0.1
C -0.037 0.356 -0.903 -0.1 0.0 -0.2
O -0.443 1.453 -1.238 -0.1 0.1 0.0
C 1.374 0.123 -0.539 0.8 0.2 0.2
C 2.365 1.061 -0.461 -0.8 -0.4 -0.1
C 3.635 0.533 -0.070 0.2 -0.3 0.1
C 4.849 1.199 0.104 0.0 0.0 0.0
C 5.958 0.480 0.487 0.0 0.2 0.0
C 5.881 -0.897 0.702 -0.1 -0.2 0.0
C 4.692 -1.577 0.535 0.1 0.0 0.0
C 3.573 -0.854 0.150 -0.4 0.3 -0.1
S 1.971 -1.469 -0.126 0.2 0.2 0.0
H 4.625 -2.641 0.699 0.0 -0.1 0.0
H 6.765 -1.439 1.001 0.1 -0.1 0.0
H 6.902 0.984 0.626 0.1 0.1 0.0
H 4.893 2.264 -0.064 0.1 0.1 0.0
Cl 2.145 2.720 -0.788 0.2 0.3 0.0
H -0.462 -1.593 -0.465 0.0 0.1 0.0
H -2.443 0.318 -1.487 0.0 -0.1 0.1
C -2.864 -0.577 0.451 0.0 -0.1 -0.4
C -4.258 0.086 0.453 0.1 -0.1 0.1
H -4.994 -0.546 0.946 -0.1 0.0 -0.1
C -4.044 1.403 1.214 0.2 0.0 0.1
H -4.499 2.255 0.714 -0.1 0.0 0.0
C -2.518 1.521 1.270 -0.2 0.4 0.0
H -2.150 2.024 2.165 0.0 0.0 -0.1
O -2.050 0.188 1.314 0.0 -0.2 0.2
H -2.124 2.032 0.382 0.0 0.0 0.1
H -4.448 1.330 2.223 0.0 0.0 0.0
H -4.593 0.271 -0.567 -0.1 0.0 -0.1
H -2.879 -1.592 0.864 0.0 0.0 -0.1
```
Forces are in eV/Å.

Results
SMILES string = C[C@H](NC(=O)c1sc2ccccc2c1Cl)[C@@H]1CCCO1
E_LUMO = 0.17 eV
molecular weight = 309.82 g/mol
ΔE to the lowest compared entry with this formula, charge and spin = 0.0 kJ/mol
DFT total energy = -44758.18530 eV

***

Computed, not measured: a molecular structure, C20H40NP3S2Y, with ωB97M-V with the def2-TZVPD basis set.

Geometry as XYZ:
```
67
Properties=species:S:1:pos:R:3:forces:R:3
Y -0.115 -0.074 0.648 -2.2 1.6 -1.4
P -1.806 2.215 -0.044 -0.3 1.1 -0.6
P -2.223 -1.038 2.040 -0.2 -0.4 0.1
P -1.053 -0.977 -2.057 0.2 -0.3 -0.4
H 4.208 2.760 1.297 0.2 -0.5 -0.4
C 4.218 2.268 0.310 -1.3 0.7 0.4
C 3.276 2.689 -0.551 0.8 -0.8 0.2
H 2.534 3.389 -0.214 -0.1 0.5 0.0
C -1.797 3.760 0.945 0.2 -0.1 0.4
C -3.606 1.923 -0.156 -0.1 -0.4 0.0
C -1.382 2.904 -1.705 0.2 -0.3 0.0
C -1.534 -2.464 2.963 -0.1 0.0 -0.1
C -2.943 0.102 3.253 -0.1 0.0 0.2
C -3.551 -1.709 0.995 -0.2 -0.1 0.0
C 0.002 -0.456 -3.466 0.1 0.1 0.2
C -2.759 -0.642 -2.606 0.1 -0.3 0.0
C -0.876 -2.817 -2.108 -0.2 0.1 0.2
H 4.949 1.484 0.172 0.2 0.2 -0.4
H 3.202 2.411 -1.603 0.1 -0.2 0.2
H -0.856 4.306 0.777 -0.3 -0.1 0.1
H -1.875 3.517 2.015 -0.1 0.2 -0.3
H -2.647 4.399 0.656 0.4 -0.2 0.1
H -4.016 1.688 0.831 0.0 0.1 -0.2
H -3.827 1.086 -0.823 0.0 0.2 0.1
H -4.109 2.820 -0.533 0.1 -0.1 0.0
H -0.373 3.337 -1.654 -0.2 -0.1 -0.1
H -2.083 3.693 -2.014 0.1 -0.3 0.2
H -1.376 2.112 -2.466 0.0 0.3 0.2
H -2.370 -2.983 3.453 0.4 0.0 0.1
H -0.780 -2.119 3.687 -0.5 -0.2 -0.1
H -1.028 -3.165 2.277 -0.3 0.2 0.2
H -3.549 -0.463 3.970 0.0 0.2 -0.1
H -3.554 0.870 2.768 0.0 -0.3 0.0
H -2.145 0.632 3.784 -0.2 -0.2 0.0
H -4.177 -2.391 1.579 0.0 0.1 -0.2
H -3.128 -2.250 0.138 0.0 0.0 0.3
H -4.168 -0.904 0.579 0.1 -0.1 0.2
H 0.013 -1.224 -4.252 -0.1 0.3 0.2
H 1.025 -0.306 -3.100 -0.1 0.0 -0.3
H -0.365 0.490 -3.886 0.1 -0.2 0.1
H -3.031 -1.241 -3.481 0.1 0.1 0.1
H -2.882 0.414 -2.852 0.0 -0.1 0.0
H -3.423 -0.899 -1.780 -0.2 0.0 -0.2
H -1.021 -3.208 -3.131 0.0 0.2 0.4
H -1.653 -3.241 -1.450 0.3 -0.1 -0.3
H 0.117 -3.135 -1.744 -0.4 0.2 -0.2
C 3.169 -1.844 -1.051 1.3 -0.7 0.1
C 3.326 -3.243 -1.008 -0.2 -0.3 -0.3
C 4.432 -3.827 -1.627 -0.1 0.1 0.5
C 5.413 -3.019 -2.218 -0.2 -0.5 0.0
C 5.203 -1.652 -2.314 0.0 0.8 0.1
C 4.103 -1.041 -1.721 -0.3 -0.1 -0.2
S 1.805 -1.112 -0.306 0.6 -0.5 0.1
H 1.841 -0.757 1.108 1.7 -0.8 -1.2
H 2.542 -3.862 -0.558 0.5 0.2 0.0
H 4.551 -4.909 -1.580 0.0 0.3 -0.1
H 6.329 -3.468 -2.629 -0.6 0.2 0.1
H 5.908 -1.024 -2.846 0.0 -0.1 0.1
H 3.896 0.022 -1.822 0.3 -0.1 0.1
S 0.404 0.749 4.765 0.7 0.8 -1.3
C 0.421 2.367 4.091 0.2 -1.1 0.1
C 0.800 2.335 2.778 -0.5 -1.0 0.2
N 1.010 1.054 2.277 0.4 0.2 1.6
C 0.886 0.102 3.230 0.4 1.9 0.9
H 0.176 3.241 4.685 0.0 -0.2 0.0
H 0.922 3.190 2.126 -0.1 -0.1 0.0
H 1.403 -0.865 3.159 -0.7 0.1 -0.1
```
Forces are in eV/Å.

Results
E_LUMO = -9.92 eV
molecular weight = 540.51 g/mol
total charge = +3
ΔE to the lowest compared entry with this formula, charge and spin = 0.0 kJ/mol
DFT total energy = -73433.53983 eV

***

Computed, not measured: a molecular structure, C4H8FN2O, with ωB97M-V with the def2-TZVPD basis set.

Geometry as XYZ:
```
16
Properties=species:S:1:pos:R:3:forces:R:3
C -1.933 0.815 -0.672 0.1 0.6 -0.1
C -1.434 -0.653 0.903 -1.1 -1.4 3.5
C -0.287 -0.245 0.105 2.9 -2.9 -2.9
C 1.123 -0.032 0.627 -0.8 1.5 -3.3
N -0.676 0.695 -0.866 0.8 -0.7 1.3
N 1.955 0.314 -0.605 0.3 -1.8 0.0
O -2.475 0.115 0.340 -1.1 1.5 -1.5
F 0.118 -1.627 -0.885 -0.4 2.1 1.6
H -2.364 1.560 -1.359 -1.3 -0.7 0.9
H -1.821 -1.750 0.882 1.4 1.8 -0.1
H -1.288 -0.359 2.062 -0.4 -0.5 -2.6
H 1.651 -0.736 1.138 0.8 -2.5 1.3
H 1.174 0.844 1.128 -0.3 2.7 2.3
H 1.851 -0.588 -1.111 0.8 0.2 -0.3
H 2.915 0.690 -0.481 -0.6 -0.9 0.3
H 1.491 0.956 -1.206 -1.1 1.0 -0.5
```
Forces are in eV/Å.

Results
E_LUMO = -3.90 eV
molecular weight = 119.12 g/mol
total charge = +1
ΔE to the lowest compared entry with this formula, charge and spin = 0.0 kJ/mol
DFT total energy = -12014.25275 eV